16
Properties=species:S:1:pos:R:3:forces:R:3 method="wB97M-V/def2-TZVPD" energy_ev=-19676.812 e_above_lowest_kj_mol=382.9 homo_ev=-14.0414 smiles="C=[N+](C=O)SC1CC1" total_charge=+1 orbital_gap_ev=8.72 max_force_ha_per_bohr=0.1019
C -2.5619 1.6283 0.1695 -2.675 3.804 -2.417
N -1.6280 0.8295 0.0855 4.379 -1.762 -0.536
C -1.6406 -0.6346 0.1233 -1.358 -2.443 0.463
O -1.4037 -1.3177 -0.8225 -0.144 1.312 0.486
S 0.2219 1.2282 -0.3480 -1.251 1.110 0.214
C 1.1849 0.0308 0.4584 -1.279 -0.400 2.260
C 1.5051 -1.2495 -0.1943 0.031 -1.344 -2.690
C 2.4851 -0.1324 -0.3086 1.331 1.042 -0.807
H -2.4326 2.7669 -0.1647 0.138 -2.423 1.387
H -3.6242 1.2965 0.1268 0.792 -0.059 0.735
H -1.9122 -1.1060 1.1070 0.211 0.832 -0.429
H 1.0940 -0.0904 1.5781 0.547 0.879 -1.313
H 1.0345 -1.5590 -1.1848 0.441 0.538 1.625
H 1.6816 -2.0816 0.4811 0.204 0.207 -0.093
H 3.4903 -0.0680 0.1719 -1.259 -0.185 0.018
H 2.5059 0.4591 -1.2788 -0.108 -1.109 1.096


16
Properties=species:S:1:pos:R:3:forces:R:3 method="wB97M-V/def2-TZVPD" energy_ev=-7392.095 e_above_lowest_kj_mol=257.7 homo_ev=-8.2282 smiles="C/C=C/O.C=C" orbital_gap_ev=9.03 max_force_ha_per_bohr=0.0228
C 1.3710 -0.2169 1.4111 0.326 -0.122 0.211
C 0.0441 0.2073 0.8843 -0.165 0.178 1.148
C -0.9419 -0.5842 1.2725 0.000 -0.052 -0.486
O -2.2347 -0.1990 1.2452 -0.782 -0.093 -0.247
H 1.0546 -0.8417 2.2455 1.072 -0.208 0.161
H 2.0177 -0.7857 0.7391 0.037 0.222 -0.098
H 1.9006 0.6516 1.8132 0.130 -0.252 -0.075
H -0.1294 1.2414 0.6069 -0.107 -0.245 -0.185
H -0.7834 -1.6373 1.5600 0.122 0.621 0.141
H -2.7297 -0.9560 1.5524 -0.590 -0.007 -0.006
C 0.5163 0.8067 -2.5601 0.049 0.244 -0.715
C -0.2944 0.1034 -1.8004 -0.547 -0.443 -0.836
H 0.2506 1.8346 -2.7453 0.279 0.265 -0.313
H 1.3342 0.3474 -3.1214 0.050 0.362 0.547
H -0.0509 -0.9397 -1.6577 -0.445 -0.125 0.279
H -1.2726 0.5163 -1.5294 0.573 -0.345 0.475


19
Properties=species:S:1:pos:R:3:forces:R:3 method="wB97M-V/def2-TZVPD" energy_ev=-8460.490 e_above_lowest_kj_mol=372.8 homo_ev=-8.2623 orbital_gap_ev=9.04 max_force_ha_per_bohr=0.0072
C 0.2483 1.0567 -2.0849 0.036 0.001 -0.024
C -0.5931 0.6035 -0.9048 0.360 0.058 0.071
O -1.9343 0.5799 -1.3622 -0.241 -0.026 0.178
C -0.1816 -0.7773 -0.3928 -0.113 -0.041 -0.088
C 1.1644 -0.7765 0.4019 0.163 -0.080 0.077
C 0.5428 -1.3834 1.5924 0.089 0.332 0.002
C 0.0659 -0.3470 2.5520 -0.109 0.003 -0.037
H 1.3062 1.1351 -1.8152 -0.149 -0.028 -0.023
H -0.0986 2.0319 -2.4380 0.064 -0.123 0.060
H 0.1436 0.3380 -2.9046 0.029 0.089 0.095
H -0.4819 1.3317 -0.0832 -0.061 -0.107 -0.115
H -2.4991 0.3531 -0.6126 0.004 0.031 -0.175
H -0.1295 -1.4937 -1.2166 0.012 0.083 0.093
H 1.5471 0.2537 0.5053 -0.102 -0.137 0.005
H 1.9062 -1.4069 -0.0932 -0.119 0.102 0.050
H -0.9886 -1.1640 0.2552 0.002 0.046 -0.058
H 0.0590 0.7077 2.2243 0.014 -0.184 -0.024
H 0.8122 -0.4284 3.3606 -0.045 -0.047 -0.085
H -0.8890 -0.6142 3.0164 0.166 0.027 -0.001


49
Properties=species:S:1:pos:R:3:forces:R:3 method="wB97M-V/def2-TZVPD" energy_ev=-45375.839 e_above_lowest_kj_mol=18.4 homo_ev=-8.3962 smiles=Fc1ccc(-n2cc(CNCCc3cccnc3)c(-c3ccccc3Cl)n2)cc1 orbital_gap_ev=8.91 max_force_ha_per_bohr=0.0218
F -7.4341 -1.3432 1.5975 0.045 0.018 -0.015
C -6.2454 -0.9330 1.1114 0.131 0.046 -0.086
C -5.3101 -0.3946 1.9786 -0.268 -0.137 -0.174
C -4.0952 0.0205 1.4737 0.111 -0.014 -0.216
C -3.8209 -0.1016 0.1121 -0.870 -0.260 0.484
N -2.5792 0.3302 -0.3563 0.930 0.189 -0.600
C -2.0169 0.1473 -1.5788 0.266 0.229 0.008
C -0.7839 0.7552 -1.5647 -0.150 0.102 0.183
C 0.2314 0.7469 -2.6688 -0.169 -0.150 -0.207
N 0.8265 -0.5465 -2.9639 -0.091 -0.087 -0.287
C 1.8579 -1.0081 -2.0646 -0.090 -0.255 0.145
C 1.3816 -1.5340 -0.6930 0.210 0.187 -0.211
C 2.5544 -1.9126 0.1544 0.043 -0.049 0.118
C 3.3383 -0.9409 0.7689 0.021 -0.197 -0.008
C 4.4286 -1.3292 1.5267 -0.045 -0.001 -0.057
C 4.7035 -2.6842 1.6386 0.160 0.201 0.132
N 3.9731 -3.6184 1.0559 0.187 -0.499 0.095
C 2.9320 -3.2389 0.3373 -0.213 0.236 -0.138
C -0.6793 1.2919 -0.2515 -0.580 -0.373 -0.597
C 0.4412 2.0332 0.3238 0.084 0.034 0.245
C 0.9996 3.1075 -0.3655 0.017 -0.036 0.104
C 2.0773 3.8025 0.1501 0.059 0.061 -0.063
C 2.6167 3.4359 1.3720 -0.017 -0.014 -0.005
C 2.0709 2.3796 2.0797 -0.005 -0.021 0.044
C 0.9900 1.6860 1.5596 0.007 0.120 -0.129
Cl 0.3533 0.3521 2.4563 0.153 -0.122 0.245
N -1.7659 1.0170 0.4456 -0.088 0.370 0.490
C -4.7778 -0.6392 -0.7445 0.299 0.151 0.127
C -5.9953 -1.0593 -0.2429 -0.152 -0.037 0.293
H -5.5382 -0.3085 3.0287 -0.032 0.004 0.103
H -3.3399 0.4457 2.1143 0.023 0.011 0.070
H -2.5020 -0.3961 -2.3634 -0.151 -0.131 -0.130
H -0.2498 1.0906 -3.5925 0.125 0.137 0.131
H 1.0480 1.4317 -2.4314 -0.087 0.018 -0.098
H 0.1077 -1.2538 -3.0767 0.072 0.067 -0.034
H 2.3968 -1.8127 -2.5764 0.122 0.087 0.125
H 2.5575 -0.1815 -1.9104 0.069 -0.064 -0.014
H 0.7319 -2.3994 -0.8465 -0.067 0.039 0.023
H 0.8085 -0.7561 -0.1883 -0.060 -0.124 0.016
H 3.0903 0.1060 0.6585 -0.037 0.108 -0.010
H 5.0504 -0.5977 2.0199 0.071 0.040 0.055
H 5.5437 -3.0417 2.2194 0.093 0.068 0.072
H 2.3628 -4.0420 -0.1153 -0.146 -0.003 -0.092
H 0.5620 3.4081 -1.3059 -0.044 0.008 -0.080
H 2.4946 4.6320 -0.4004 0.030 0.074 -0.040
H 3.4600 3.9731 1.7783 0.070 0.044 0.045
H 2.4802 2.0844 3.0332 0.018 -0.044 0.089
H -4.5880 -0.7264 -1.8021 0.024 0.006 -0.105
H -6.7489 -1.4780 -0.8907 -0.081 -0.039 -0.045


43
Properties=species:S:1:pos:R:3:forces:R:3 method="wB97M-V/def2-TZVPD" energy_ev=-21430.261 e_above_lowest_kj_mol=1599.1 homo_ev=-12.0724 total_charge=+1 orbital_gap_ev=9.18 max_force_ha_per_bohr=0.3246
C -2.6734 -1.8098 2.1502 3.722 1.275 6.693
C -1.7939 -1.1851 1.2602 8.042 -0.923 -3.047
C -2.3058 0.0054 0.6564 -0.607 3.528 -6.721
C -2.3817 1.2780 1.4756 7.184 -11.729 2.220
C -1.1666 1.9390 1.6454 10.216 0.692 3.856
C -0.3825 2.8106 0.5054 -1.449 -10.609 -4.323
C 1.1482 2.5663 0.1801 -3.477 -6.318 4.355
N 1.0970 0.9237 -0.3156 -0.051 4.368 1.114
C 1.5473 -0.1218 0.3756 1.030 0.509 2.822
N 2.1876 -0.2061 1.4882 1.109 -1.825 -1.719
C 2.7758 -1.7684 1.5669 -12.464 3.226 -2.296
H 3.7053 -1.8383 1.7646 6.213 -0.417 2.309
H 1.8322 -2.1017 2.1551 2.793 -0.470 0.182
C 2.4744 -2.1960 0.1438 -0.361 2.497 -0.541
N 1.2193 -1.3772 -0.4412 4.028 2.672 1.933
C 1.1941 -0.6625 -1.7403 -1.704 -9.789 -2.222
C 0.8880 -1.2556 -2.9332 2.626 -8.614 1.685
C 0.7058 -0.5475 -4.0526 0.824 -8.785 -0.511
C 0.4384 0.6224 -3.7990 -0.367 14.548 -2.435
C 0.7249 1.4267 -2.6561 -1.933 -2.826 -2.305
C 0.8812 0.5630 -1.6535 1.224 7.841 5.161
H 0.6831 2.4723 -2.6258 -0.284 1.082 0.075
H 0.3414 1.2614 -4.7262 -0.454 -0.441 0.928
H 0.7371 -1.0403 -4.9610 -0.397 -0.499 -1.832
H 1.0127 -2.7687 -3.0047 -0.338 4.862 0.228
H 0.3759 -1.7136 0.0389 -0.492 -0.227 -0.946
H 2.0646 -3.0787 -0.0304 -0.950 -4.669 -0.027
H 3.3367 -2.0956 -0.4515 0.696 0.603 -1.272
H 1.5600 3.1487 -0.5385 1.337 1.502 -2.212
H 1.6787 2.5013 1.1892 -0.238 0.206 -1.691
H -0.4329 3.6687 0.8321 -1.095 9.146 2.397
H -1.0870 2.4771 -0.4012 1.818 1.795 1.202
H -0.2272 1.1187 2.0891 -2.662 2.066 -1.210
H -1.1409 2.6373 2.5352 -0.535 -0.711 -0.843
H -2.7832 0.9891 2.3343 -1.596 -0.709 4.251
H -2.8665 1.9040 1.1590 -10.488 11.076 -6.773
H -3.3799 -0.2513 0.0890 2.816 0.833 1.366
H -1.4497 0.4995 -0.2770 -2.703 -2.193 2.124
H -0.7483 -1.0057 1.7073 -1.352 0.355 0.037
H -1.2789 -1.9693 0.3277 -2.327 1.558 2.152
H -2.9173 -1.0487 3.0034 0.108 -2.017 -1.309
H -3.3522 -2.0166 1.5472 -7.575 -1.867 -4.235
H -2.2420 -2.7548 2.3883 0.112 -0.602 1.379


50
Properties=species:S:1:pos:R:3:forces:R:3 method="wB97M-V/def2-TZVPD" energy_ev=-30856.678 homo_ev=-0.8467 total_charge=-1 orbital_gap_ev=2.68 max_force_ha_per_bohr=0.0571
Li -1.2171 -0.3354 1.3539 0.808 1.189 0.377
O 0.1798 0.9524 2.0178 -1.444 -0.511 -0.109
C 0.1542 1.0447 3.4213 0.075 -0.650 -0.848
C -0.8688 1.8935 4.2266 -0.326 2.534 -1.450
O -0.9995 3.2214 3.8593 0.058 -0.779 0.062
H 1.1578 1.3553 3.7490 0.162 -0.084 0.331
H -0.1091 0.0264 3.7966 0.543 -0.359 0.625
H -0.5392 1.8648 5.2845 0.106 -0.731 0.321
H -1.8620 1.3951 4.1365 -0.166 -0.529 0.145
C -1.8483 -2.2644 -1.0506 -0.118 -0.266 -0.360
O -1.4488 -1.4354 -0.2525 0.068 0.039 -0.901
N -2.2994 -3.4996 -0.6439 -0.126 -0.556 0.314
N -1.8839 -2.1313 -2.4232 -0.008 0.200 1.781
H -2.8933 -4.0814 -1.2010 0.018 0.088 -0.293
H -2.2227 -3.7964 0.3108 0.120 0.478 0.124
H -1.5548 -1.2702 -2.8422 -0.073 -0.042 -0.366
H -2.2279 -2.9348 -2.9006 0.119 0.116 -0.739
C 4.7176 1.7024 1.6956 0.666 0.140 -1.008
O 3.5285 1.3092 1.0688 0.238 0.622 0.140
C 3.6966 0.1785 0.2764 -0.112 -0.285 0.345
C 2.3850 -0.1581 -0.4108 0.615 0.378 -0.512
N 2.0336 0.9335 -1.3086 -0.272 0.228 -0.610
C 0.7019 0.9405 -1.8739 -0.464 0.086 0.243
C 0.6502 0.1481 -3.1819 0.461 0.076 -0.375
O -0.6296 0.1129 -3.7804 -1.616 0.184 0.833
C -0.7625 0.2076 -5.1459 1.123 -0.284 -2.160
H 5.0523 0.8820 2.3361 0.314 0.332 0.342
H 4.6860 2.6849 2.1669 -0.974 -0.382 0.635
H 5.4918 1.9470 0.9411 0.119 -0.715 -0.135
H 4.0651 -0.6916 0.8480 -0.373 0.017 0.362
H 4.5115 0.2824 -0.4641 -0.164 0.511 -0.254
H 1.5437 -0.2462 0.2784 0.251 -0.144 0.402
H 2.6398 -1.1055 -0.9183 -0.599 -0.177 -0.119
H 2.7102 1.0999 -2.0441 0.246 -0.083 0.214
H 0.3667 1.9461 -2.1543 0.321 0.190 0.177
H -0.0070 0.6498 -1.0907 0.095 -0.408 -0.261
H 0.9718 -0.8977 -3.0789 0.354 0.245 0.080
H 1.2952 0.7233 -3.8629 0.289 -0.495 0.001
H 0.0428 -0.2916 -5.7140 0.195 -0.257 0.482
H -0.7173 1.2063 -5.6003 -0.264 0.374 0.706
H -1.6483 -0.2818 -5.5531 -0.383 0.065 0.669
O -2.7411 1.1502 0.7390 -0.330 0.049 -0.438
H -2.3713 2.0464 0.8197 0.307 -0.271 0.579
H -3.2849 1.1614 -0.0591 0.244 0.032 0.000
O -4.2728 -0.6811 2.2482 -0.370 -0.222 -0.320
H -3.9267 0.0441 1.7005 0.243 0.085 0.401
H -5.1812 -0.4333 2.4440 0.090 0.033 0.069
O -1.6125 -1.8638 2.4174 0.075 -0.864 0.327
H -1.0842 -2.2620 3.1186 0.068 0.434 0.077
H -2.3679 -2.4483 2.3004 -0.210 0.370 0.097


100
Properties=species:S:1:pos:R:3:forces:R:3 method="wB97M-V/def2-TZVPD" energy_ev=-86761.369 e_above_lowest_kj_mol=90.8 homo_ev="-8.4532 / -8.2194" total_charge=+1 orbital_gap_ev="4.71 / 3.54" max_force_ha_per_bohr=0.0638
Nb -0.1704 -0.1942 -0.2214 1.086 -0.566 -3.043
C 6.0115 -3.1139 -1.8376 -2.382 -0.500 -0.719
C 6.5045 -1.9682 -1.2023 0.222 -0.407 -0.418
C 5.6340 -0.9407 -0.8294 0.342 1.066 1.363
C 4.2743 -1.0852 -1.0954 1.632 -0.285 0.198
C 3.1574 -0.2115 -0.9011 0.302 1.136 0.290
N 3.3370 1.0570 -0.6661 0.078 -0.684 0.546
C 2.3338 1.9012 -0.7400 -0.382 0.481 -0.003
C 2.6188 3.3053 -0.5682 -2.000 0.371 -0.984
C 3.7808 4.0296 -0.4207 -0.309 0.621 -0.007
C 3.6497 5.4170 -0.4078 0.654 0.903 1.020
C 2.4137 6.0788 -0.5111 -0.780 -0.621 -0.047
C 1.2281 5.3132 -0.7336 0.316 1.439 -0.369
C 1.3587 3.9363 -0.8275 2.392 1.362 0.839
C 0.4564 2.9401 -1.2052 -2.341 -0.860 -0.747
N -0.7297 3.2225 -1.7727 0.454 -0.854 1.087
C -1.5364 2.2467 -2.1676 0.903 0.550 -0.598
N -1.3560 0.8774 -2.0175 -0.507 -0.018 -0.196
C -2.3160 0.2653 -2.8175 -1.423 0.579 1.598
N -2.6524 -1.0242 -2.8979 0.781 0.596 -0.476
C -1.7504 -1.9630 -2.6364 -0.995 0.050 -0.100
N -0.5353 -1.7492 -2.1204 1.116 1.274 1.213
C 0.2424 -2.8459 -2.3470 0.022 -0.579 0.906
N 1.5358 -2.9967 -2.1875 0.000 0.454 0.046
C 2.3472 -2.0241 -1.7519 -1.627 -0.422 0.495
N 1.9841 -0.8209 -1.1916 -0.951 -1.622 -0.347
C 3.7852 -2.2330 -1.6937 -0.997 0.904 0.227
C 4.5828 -3.2584 -2.0695 2.790 -0.795 -0.493
C -0.6190 -3.9192 -2.8265 -0.798 -0.312 -1.344
C -0.3362 -5.2086 -3.2638 1.748 -0.325 0.618
C -1.2704 -5.8909 -4.0197 -0.334 -0.562 -0.258
C -2.5024 -5.3087 -4.3235 -0.242 1.197 0.359
C -2.8797 -4.0883 -3.7488 0.439 0.797 0.308
C -1.8929 -3.3625 -3.0796 0.995 -0.477 0.643
C -3.2339 1.3198 -3.3512 -0.285 -0.496 0.133
C -4.5120 1.1942 -3.9312 0.616 1.540 0.202
C -5.2526 2.3544 -4.1728 1.254 0.513 -0.042
C -4.6441 3.6292 -3.9424 0.128 -1.415 -0.538
C -3.3645 3.7214 -3.3928 0.532 2.166 0.291
C -2.6953 2.5689 -3.0153 -0.502 -1.873 0.291
N 1.0068 1.6896 -1.0678 0.800 -0.999 1.053
H 6.6127 -3.9413 -2.2423 0.099 0.678 0.530
H 7.5908 -1.8903 -1.0615 -0.592 0.104 0.151
H 5.9927 -0.0703 -0.1847 -0.443 -1.129 -1.324
H 4.7343 3.5493 -0.3462 0.339 -0.185 0.172
H 4.5230 6.0670 -0.1338 -0.740 -0.860 -0.646
H 2.4420 7.1844 -0.3999 -0.446 -0.998 -0.191
H 0.2269 5.7673 -0.8912 0.920 -0.188 0.160
H 4.1956 -4.1171 -2.6184 0.095 0.151 0.321
H 0.6780 -5.6372 -3.0309 -1.226 0.373 -0.366
H -1.0977 -6.9140 -4.3843 0.232 0.661 0.090
H -3.1267 -5.6715 -5.1156 -0.427 -0.802 0.169
H -3.8660 -3.6183 -3.7766 0.216 -0.402 -0.688
H -4.9082 0.2707 -4.2298 -0.350 -1.292 -0.121
H -6.2276 2.3021 -4.6668 0.354 -0.003 0.332
H -5.1606 4.4726 -4.3701 0.036 0.409 0.403
H -2.8442 4.7264 -3.2389 -0.972 -1.459 -0.199
O -2.0401 -0.8610 0.0562 0.641 0.127 -0.107
C -3.1998 -0.3816 0.4380 -1.327 -0.026 0.106
C -4.4206 -1.0839 0.1546 -0.172 1.247 0.472
C -5.6249 -0.6523 0.7089 0.877 0.508 0.421
C -5.6518 0.5018 1.5304 -0.117 0.444 0.634
C -4.5472 1.3305 1.6393 -0.091 -2.193 -0.859
C -3.2975 0.8710 1.1051 -1.523 0.137 -1.052
C -2.2236 1.7499 1.1143 2.332 0.670 1.233
N -0.9632 1.3542 0.9338 -0.837 -0.311 -0.558
N 0.0044 2.0983 1.5564 0.892 -0.349 2.051
C 0.9689 1.2748 1.9749 -1.288 0.929 -2.123
O 1.0876 0.0838 1.4278 -0.784 0.390 -0.634
C 1.9750 1.6973 2.9191 1.400 0.357 1.148
C 3.2748 1.1210 2.9142 -1.345 1.032 0.284
C 4.2074 1.7355 3.7534 1.458 -1.040 -0.560
C 3.9412 2.7653 4.6387 -0.748 -0.395 0.366
C 2.6219 3.2190 4.7162 0.586 -0.128 0.527
C 1.6796 2.7104 3.8551 0.583 -0.368 -1.224
H -4.4521 -1.8009 -0.6298 0.364 -0.901 -0.181
H -6.5788 -1.1539 0.5445 0.444 -0.103 -0.194
H -6.5576 0.7469 2.1118 0.428 -0.033 -0.697
H -4.6137 2.2557 2.1520 0.089 0.713 0.399
H -2.3268 2.7668 1.5417 0.028 -0.651 -0.183
H 3.4616 0.2736 2.2460 0.324 0.483 0.279
H 5.2461 1.3840 3.7181 -0.431 -0.037 0.000
H 4.7259 3.0832 5.3350 -0.404 0.115 -0.448
H 2.3080 3.9120 5.4864 0.138 0.243 -0.182
H 0.7441 3.1912 3.7677 -1.110 0.183 0.218
S 0.3663 -2.6948 1.1599 -0.234 0.777 -1.055
C -0.2048 -2.3384 2.7451 0.052 -0.425 0.197
N -1.4359 -2.7413 3.0903 0.113 -0.887 -0.674
C -1.8253 -3.0409 4.4780 -0.168 0.539 -0.326
C -0.5698 -3.1866 5.3286 0.368 -1.299 -0.464
C 0.3822 -2.0261 5.1101 0.198 0.946 -0.022
N 0.6196 -1.8413 3.6692 -0.911 -0.467 -0.205
H -1.9421 -3.2177 2.3351 0.441 0.406 0.494
H -2.4152 -3.9794 4.5213 0.258 0.689 -0.206
H -2.4480 -2.1759 4.7406 -0.002 -0.440 0.700
H -0.0553 -4.1520 5.0209 -0.526 1.077 0.317
H -0.8816 -3.3249 6.3619 0.248 0.269 0.111
H 1.3761 -2.1548 5.5338 -0.121 -0.359 0.268
H 0.0042 -1.0866 5.5443 -0.122 -0.281 -0.140
H 1.5221 -1.5725 3.3162 0.155 0.028 0.081